65
Properties=species:S:1:pos:R:3 method="wB97M-V/def2-TZVPD" e_homo_ev="-5.206 / -7.644" e_above_lowest_kj_mol=23.6 gap_ev="5.3 / 6.0" energy_ev=-50362.45792 spin_multiplicity=3 fmax_ev_per_a=1.52 e_lumo_ev="0.077 / -1.693"
N -0.7047 -0.8165 2.5386
C -0.6596 -4.3451 1.8477
N -0.8789 0.8403 0.7910
H 3.7040 0.0937 -2.8198
C 2.1761 -2.7310 -2.0932
C 4.3290 -1.2670 1.9000
C -4.8097 -1.3422 -1.6550
C -0.6033 -3.1575 2.5132
C -0.7245 -4.3400 0.4436
H -0.9210 4.8609 1.8912
C -0.9578 3.0658 4.7866
H -1.0040 5.1641 4.3516
Pd -0.3605 -0.3736 -0.7847
N -0.5284 -1.9617 0.4359
H -0.6754 4.5492 -2.3297
H 3.1980 -2.8013 -2.4540
C -0.9159 4.0110 2.5567
C 4.1568 -0.0515 2.5384
C -3.4245 -0.8139 -1.3030
H -0.6441 -3.0810 -1.2875
N -0.4660 1.2063 -2.0291
H -3.4140 0.2887 -1.3425
H -0.5842 1.5212 -5.3647
H -0.8244 -5.2529 -0.1185
C -0.4780 0.9006 -3.3309
H -4.8255 -2.4287 -1.6035
C -0.6255 3.5216 -2.6517
O -2.4275 -1.3307 -2.1814
H -0.6726 -5.2861 2.3801
C -0.8237 2.1976 0.7056
H -0.6317 3.9460 -4.7422
H 2.4746 1.3032 -2.4924
C 3.2806 0.8831 2.0110
C -0.6047 -1.9162 1.8055
H 1.5154 -3.0084 -2.9091
H -5.0902 -1.0410 -2.6641
H -2.7000 -1.1186 -3.0845
H 2.0488 -3.4498 -1.2901
H 2.2251 0.1145 -3.7627
C -0.8616 1.5969 2.9195
C 2.7637 -0.6118 0.1864
H -0.5792 -3.1148 3.5897
C -0.9083 1.7756 4.2968
C -0.5653 1.8299 -4.3330
C 2.6326 0.2648 -2.7680
H 4.7019 0.1658 3.4447
H -0.9987 3.2340 5.8543
H 5.0065 -2.0028 2.3071
H 3.1385 1.8313 2.5075
C -0.6091 2.5165 -1.6347
Si 1.8393 -0.9315 -1.4682
C -0.9602 4.1701 3.9274
H -0.9096 0.9225 4.9589
C -0.6055 3.1888 -3.9716
C 2.5874 0.6023 0.8483
H 1.9096 1.3429 0.4347
C -0.8697 2.7188 2.0467
C -0.6341 -3.1323 -0.1997
N -0.7356 2.9430 -0.3876
H 3.7826 -2.4919 0.2387
H -0.3973 -0.1609 -3.5676
H -3.1370 -1.1405 -0.2938
C -0.8077 0.4241 2.0845
H -5.5476 -0.9495 -0.9590
C 3.6362 -1.5443 0.7358


14
Properties=species:S:1:pos:R:3 method="wB97M-V/def2-TZVPD" e_homo_ev=-2.617 e_above_lowest_kj_mol=101.8 gap_ev=6.8 energy_ev=-16140.00101 fmax_ev_per_a=1.83 e_lumo_ev=4.164 charge=-1
H 0.4649 -0.9058 0.6437
H 1.8569 -0.9792 -1.8092
C -0.2008 -0.7534 1.4915
H -0.3158 1.3411 1.2742
S 1.4155 1.3245 -0.9123
H -1.8854 0.4391 1.9042
H -0.8649 -1.6014 1.6778
H 0.2402 -0.5037 2.4613
C 1.3130 -0.0649 -2.0838
H 0.2979 -0.5299 -2.0541
H 1.4608 0.2328 -3.1187
H -1.0259 0.9014 -0.6418
C -1.0337 0.5198 1.2048
O -1.7227 0.5798 -0.0377


12
Properties=species:S:1:pos:R:3 method="wB97M-V/def2-TZVPD" e_homo_ev=-3.783 e_above_lowest_kj_mol=326.6 gap_ev=8.1 energy_ev=-11277.82429 fmax_ev_per_a=4.82 e_lumo_ev=4.333 charge=-1 smiles="NN(CO)C(=O)[O-]"
O 0.1009 -2.2752 -0.1292
C 0.7030 -1.0449 -0.0711
H 0.2123 2.0305 0.6945
H 1.3777 -0.7788 0.7416
H 0.9900 -0.5850 -1.0888
H -0.8595 -2.0302 0.1015
O -2.0697 -1.4631 0.1584
O -2.6108 0.6700 -0.2645
N -0.4990 0.1244 0.2948
N 0.0058 1.3641 -0.0359
C -1.8823 -0.2577 0.0275
H -0.7458 1.7475 -0.6123


69
Properties=species:S:1:pos:R:3 method="wB97M-V/def2-TZVPD" e_homo_ev="-13.492 / -13.818" e_above_lowest_kj_mol=172.3 gap_ev="7.0 / 6.7" energy_ev=-65436.72132 spin_multiplicity=4 fmax_ev_per_a=2.53 e_lumo_ev="-6.477 / -7.106" charge=+2
H 5.1821 2.2922 -1.3226
H -2.9005 3.0309 5.0023
H -0.5148 2.4057 -0.9706
C 2.7006 -1.7300 -4.5787
H 2.6217 -2.9154 -2.1375
C 3.0724 -2.1352 0.3970
H -0.6007 -2.9507 -2.6519
H 4.4864 2.5654 -2.9166
C 3.1575 -1.3113 -0.8485
C -1.2121 -1.9171 -0.8740
C 3.5357 0.7603 0.4738
H -0.7873 1.7688 5.0670
C -2.2869 1.5444 1.9747
H 2.1115 -1.9828 0.8974
C 4.2755 2.1951 -1.9171
C -1.3944 -4.2859 -1.1766
C -3.0808 2.6893 3.9944
O -1.4052 0.8751 1.2856
N 1.2772 0.5862 3.6455
C -3.5425 1.8055 1.3891
H 3.8696 -1.8752 1.0904
C -4.5087 2.5008 2.0740
C -4.2806 2.9512 3.3782
C -0.8629 1.6303 3.9916
N 0.1208 1.1206 3.3278
C 2.9113 -1.8757 -2.0836
H -5.4569 2.6954 1.5993
H -2.1682 -5.3676 0.4975
H -3.2540 -0.5730 -2.3785
H -4.3685 3.5553 -2.4202
H -3.7231 1.4307 0.3955
N 0.5397 0.1589 -0.4389
C -2.0681 1.9888 3.3214
H 2.4201 -2.1005 5.0554
H 2.9411 -0.4574 5.2261
O 2.6334 0.6590 1.3257
C 3.5269 0.1717 -3.1787
H -2.5795 -3.3496 1.8440
C 1.3137 -0.7340 4.0358
H 3.5788 -1.7570 -5.2227
H 1.9582 -1.1099 -5.0794
C -1.0284 -3.0446 -1.6660
H -4.9189 1.1909 -2.8474
H 1.3974 0.3916 -0.9436
N 2.2793 -1.1215 4.8518
H 2.3170 -2.7407 -4.4704
C -3.0310 0.4617 -2.1718
C -2.4148 3.1278 -1.6572
H 3.6710 0.7334 -4.0906
Re 0.5934 0.5134 1.5414
H -5.0521 3.4896 3.9020
C -1.8027 -2.0049 0.3753
C -1.4781 2.1446 -1.3863
C -2.1401 -3.2583 0.8635
H -1.2625 -5.1647 -1.7878
H 4.3201 1.5040 0.6658
C 3.8175 0.7731 -1.9679
H -1.9817 -1.1183 0.9618
H -2.1800 4.1638 -1.4688
C 3.0462 -1.1369 -3.2597
C -1.9213 -4.3949 0.1006
C -3.9586 1.4562 -2.4371
H 3.5173 2.8369 -1.4690
S 0.2171 -1.8033 3.3188
H 3.1592 -3.1885 0.1504
C -3.6486 2.7849 -2.1894
C 3.5466 0.0492 -0.7789
S -0.4982 -0.4196 -1.5867
C -1.8032 0.8218 -1.6462